A cluster of 2 separate species, C5H16N4 in total in a non-equilibrium geometry. Source: the OMol25 dataset; level of theory: wB97M-V/def2-TZVPD.

Each line ends with the natural charge from an NBO analysis.
CARTESIAN COORDINATES (ANGSTROEM)
C: -0.878 -1.709 -0.632  0.33
C: 0.056 -1.291 -1.725  -0.69
C: -2.341 -1.468 -0.905  -0.70
N: -0.402 -2.315 0.379  -0.68
H: -1.003 0.302 0.512  0.34
H: 0.312 -0.959 1.744  0.36
H: -1.103 -2.649 1.039  0.34
H: 0.147 -0.203 -1.722  0.25
H: -2.488 -0.501 -1.384  0.23
H: -0.322 -1.608 -2.695  0.22
H: 1.040 -1.725 -1.569  0.23
H: -2.927 -1.508 0.013  0.22
H: -2.712 -2.236 -1.585  0.24
C: 1.994 0.830 0.344  -0.44
C: 0.631 2.807 0.246  -0.41
N: 0.656 1.357 0.170  -0.33
N: -0.356 0.850 1.101  -0.33
N: 0.033 -0.008 2.124  -0.68
H: 0.767 0.416 2.683  0.35
H: 2.593 1.171 -0.499  0.21
H: 1.972 -0.259 0.332  0.21
H: 2.482 1.171 1.271  0.16
H: 1.231 3.210 -0.569  0.19
H: 1.016 3.190 1.200  0.16
H: -0.399 3.134 0.129  0.21

Forces on atoms 1 to 3 (eV/Å):
C 0.00 -0.70 -0.18
C 0.16 0.17 0.12
C 0.02 -0.02 0.28

Summary:
Energy above the lowest of the compared OMol25 structures with the same formula, charge and spin = 297.55 kJ/mol
HOMO = -7.762 eV
Total energy = -419.03239 a.u.
Max |F| = 1.654 eV/Å
LUMO = 0.9 eV
Frontier orbital gap = 8.6833 eV
2S+1 = 1

=====

An isolated molecule of C5H16N6 in a non-equilibrium geometry. Source: the OMol25 dataset; level of theory: wB97M-V/def2-TZVPD.

Each line ends with the natural charge from an NBO analysis.
CARTESIAN COORDINATES (ANGSTROEM)
C: 2.361 1.318 0.453  -0.62
C: 1.954 -1.280 0.534  -0.61
C: 1.667 0.146 -1.622  -0.65
C: -3.322 -1.258 0.670  -0.45
C: 1.402 0.148 -0.044  0.08
N: -1.917 1.537 0.555  -0.32
N: -2.784 0.944 -0.474  -0.33
N: -0.597 1.416 0.053  -0.30
N: -1.691 -0.819 -0.993  -0.43
N: -2.745 -0.444 -0.398  -0.07
N: 0.055 0.256 0.410  -0.20
H: 3.360 1.144 0.002  0.21
H: 1.806 2.216 0.076  0.20
H: 2.517 1.290 1.546  0.21
H: 2.787 -1.162 1.176  0.21
H: 2.232 -1.951 -0.253  0.20
H: 1.060 -1.709 0.849  0.22
H: 0.905 -0.343 -2.205  0.23
H: 1.682 1.129 -2.035  0.19
H: 2.594 -0.444 -1.971  0.22
H: -3.618 -0.719 1.527  0.22
H: -4.293 -1.723 0.301  0.19
H: -2.646 -2.102 0.937  0.21
H: -1.969 2.542 0.629  0.36
H: -3.742 1.245 -0.405  0.35
H: -0.391 1.857 -0.783  0.35
H: -1.469 -1.818 -0.826  0.31

Forces on atoms 1 to 3 (eV/Å):
C -1.13 -0.76 -0.28
C -0.97 2.27 -2.37
C 0.26 -1.56 0.05

Summary:
Energy above the lowest of the compared OMol25 structures with the same formula, charge and spin = 146.53 kJ/mol
HOMO (alpha / beta) = -7.218 / -6.612 eV
Total energy = -528.34354 a.u.
Max |F| = 5.138 eV/Å
LUMO (alpha / beta) = 1.0 / 1.0 eV
Frontier orbital gap (alpha / beta) = 8.2190 / 7.5964 eV
2S+1 = 1

=====

A structure of composition C5H16N6 in a non-equilibrium geometry. Source: the OMol25 dataset; level of theory: wB97M-V/def2-TZVPD.

Each line ends with the natural charge from an NBO analysis.
CARTESIAN COORDINATES (ANGSTROEM)
C: -0.604 0.303 -1.467  0.40
C: -0.327 -1.108 -0.986  -0.14
C: 0.548 -0.882 0.300  0.23
C: -0.178 -1.266 1.583  -0.65
C: 0.834 2.364 -1.377  -0.45
N: -1.573 0.535 -2.210  -0.61
N: 0.412 1.077 -0.877  -0.20
N: 0.914 0.571 0.203  0.02
N: 1.746 -1.624 0.181  -0.80
N: -1.601 -1.856 -0.925  -0.68
N: 0.280 1.579 1.649  -0.77
H: 0.318 -1.596 -1.728  0.28
H: 0.451 -1.059 2.444  0.26
H: -0.345 -2.341 1.581  0.26
H: -1.122 -0.740 1.706  0.22
H: 0.104 3.140 -1.140  0.24
H: 1.796 2.615 -0.936  0.26
H: 0.944 2.312 -2.461  0.26
H: -1.765 1.465 -2.560  0.41
H: 2.371 -1.338 -0.561  0.40
H: 2.262 -1.746 1.041  0.41
H: -2.209 -1.386 -1.636  0.49
H: -2.057 -1.803 -0.004  0.45
H: -1.493 -2.848 -1.174  0.47
H: 0.693 1.164 2.481  0.42
H: -0.722 1.715 1.771  0.41
H: 0.738 2.473 1.480  0.42

Forces on atoms 1 to 3 (eV/Å):
C -0.32 -0.59 0.37
C 0.96 0.59 0.08
C -0.61 -1.03 -0.10

Summary:
Energy above the lowest of the compared OMol25 structures with the same formula, charge and spin = 14.12 kJ/mol
HOMO = -17.422 eV
Total energy = -527.97180 a.u.
Max |F| = 1.216 eV/Å
LUMO = -8.0 eV
Frontier orbital gap = 9.4717 eV
Total charge = +2
2S+1 = 1

=====

A cluster of 3 separate species, C5H16NO in total in a non-equilibrium geometry. Source: the OMol25 dataset; level of theory: wB97M-V/def2-TZVPD.

Each line ends with the natural charge from an NBO analysis.
CARTESIAN COORDINATES (ANGSTROEM)
C: -2.542 -0.392 -0.094  -0.62
C: -1.453 0.507 0.523  -0.44
C: -0.406 1.207 -0.329  -0.22
C: 0.193 0.300 -1.364  -0.62
C: 0.624 1.826 0.607  -0.53
N: 2.278 -2.131 -0.639  -1.09
H: -2.183 -1.383 -0.446  0.21
H: -3.420 -0.643 0.566  0.22
H: -3.057 0.012 -1.042  0.20
H: -1.750 1.130 1.328  0.20
H: -1.013 1.997 -0.848  0.19
H: 1.144 0.604 -1.718  0.21
H: 0.457 -0.621 -0.738  0.22
H: -0.416 -0.003 -2.175  0.22
H: 1.354 2.361 -0.006  0.22
H: 0.134 2.532 1.287  0.21
H: 0.913 0.899 1.124  0.24
H: 1.625 -0.675 2.292  0.45
H: 3.259 -1.826 -0.740  0.36
H: -0.814 -0.243 1.164  0.23
H: 2.291 -3.176 -0.567  0.36
H: 1.884 -1.729 0.201  0.37
O: 0.899 -0.554 1.616  -0.58

Forces on atoms 1 to 3 (eV/Å):
C -1.66 0.05 -1.61
C 1.58 -3.65 1.48
C -2.34 1.47 -1.05

Summary:
Energy above the lowest of the compared OMol25 structures with the same formula, charge and spin = 184.87 kJ/mol
HOMO (alpha / beta) = -9.567 / -9.548 eV
Total energy = -329.94533 a.u.
Max |F| = 4.243 eV/Å
LUMO (alpha / beta) = 0.6 / -2.5 eV
Frontier orbital gap (alpha / beta) = 10.1968 / 7.0372 eV
2S+1 = 2

=====

A cluster of 2 separate species, C5H16NO in total in a non-equilibrium geometry. Source: the OMol25 dataset; level of theory: wB97M-V/def2-TZVPD.

Each line ends with the natural charge from an NBO analysis.
CARTESIAN COORDINATES (ANGSTROEM)
C: 0.686 1.379 -0.394  -0.24
C: 0.535 -0.090 -1.031  -0.43
C: -0.460 -0.957 -0.182  -0.43
C: -1.853 -0.435 0.043  -0.41
C: -2.868 -0.443 -1.145  -0.61
N: 1.806 1.510 0.559  -0.72
H: -0.238 1.523 0.134  0.23
H: 0.738 2.134 -1.140  0.23
H: 0.178 0.111 -2.124  0.24
H: 1.471 -0.569 -1.239  0.23
H: -0.409 -2.072 -0.401  0.25
H: 0.000 -1.216 0.833  0.21
H: -2.194 -1.049 0.845  0.22
H: -1.842 0.583 0.310  0.18
H: -2.330 0.225 -1.925  0.19
H: -3.837 0.289 -0.938  0.23
H: -3.122 -1.409 -1.578  0.23
H: 1.844 2.281 1.279  0.45
H: 1.766 0.607 1.150  0.49
H: 2.770 1.646 0.097  0.45
H: 1.907 -1.810 2.696  0.52
H: 3.224 -1.173 2.091  0.50
O: 2.226 -1.064 2.060  -0.99

Forces on atoms 1 to 3 (eV/Å):
C -0.91 -1.62 -0.93
C -1.44 1.48 -1.05
C 2.21 -1.91 0.71

Summary:
Energy above the lowest of the compared OMol25 structures with the same formula, charge and spin = 197.21 kJ/mol
HOMO = -13.992 eV
Total energy = -329.80573 a.u.
Max |F| = 3.647 eV/Å
LUMO = -3.5 eV
Frontier orbital gap = 10.4932 eV
Total charge = +1
2S+1 = 1

=====

A cluster of 2 separate species, C5H16NO in total in a non-equilibrium geometry. Source: the OMol25 dataset; level of theory: wB97M-V/def2-TZVPD.

Each line ends with the natural charge from an NBO analysis.
CARTESIAN COORDINATES (ANGSTROEM)
C: -1.219 -0.562 -0.317  -0.25
C: -0.153 -0.266 0.692  -0.27
C: -0.493 -0.993 2.076  -0.59
C: 0.146 1.220 0.893  -0.40
C: 0.571 2.020 -0.350  -0.62
N: -0.709 -0.580 -1.745  -0.72
H: -1.878 -1.390 -0.004  0.25
H: -1.922 0.335 -0.205  0.23
H: 0.841 -0.742 0.458  0.23
H: 0.457 -1.333 2.458  0.23
H: -1.161 -1.823 1.842  0.20
H: -1.147 -0.470 2.787  0.23
H: 0.895 1.441 1.642  0.23
H: -0.873 1.594 1.152  0.20
H: 1.138 1.466 -1.054  0.18
H: 1.016 2.990 -0.202  0.25
H: -0.338 2.271 -0.911  0.20
H: -1.035 -1.419 -2.270  0.44
H: 0.332 -0.556 -1.700  0.48
H: -1.152 0.035 -2.430  0.44
H: 2.243 -0.490 -0.429  0.50
H: 2.610 -1.623 -1.343  0.51
O: 1.830 -1.124 -1.041  -0.96

Forces on atoms 1 to 3 (eV/Å):
C -2.13 2.41 0.64
C 2.48 -1.15 2.11
C -1.00 0.50 -1.49

Summary:
Energy above the lowest of the compared OMol25 structures with the same formula, charge and spin = 176.04 kJ/mol
HOMO = -14.652 eV
Total energy = -329.81379 a.u.
Max |F| = 3.449 eV/Å
LUMO = -3.3 eV
Frontier orbital gap = 11.3768 eV
Total charge = +1
2S+1 = 1

=====

A cluster of 3 separate species, C5H16NO2 in total in a non-equilibrium geometry. Source: the OMol25 dataset; level of theory: wB97M-V/def2-TZVPD.

Each line ends with the natural charge from an NBO analysis.
CARTESIAN COORDINATES (ANGSTROEM)
C: 0.448 -1.495 0.467  -0.69
C: 0.228 -0.015 0.907  -0.04
N: -0.140 0.846 -0.357  -0.55
C: -1.581 0.343 -0.781  -0.21
C: -2.292 0.212 0.569  -0.44
C: -1.110 0.139 1.662  -0.40
H: 1.485 -1.690 0.930  0.29
H: 0.570 -1.608 -0.641  0.22
H: -0.207 -2.310 0.819  0.24
H: 1.086 0.357 1.442  0.24
H: 0.566 0.771 -1.174  0.48
H: -0.156 1.869 0.025  0.44
H: -1.890 1.037 -1.548  0.24
H: -1.390 -0.523 -1.375  0.23
H: -2.894 1.058 0.864  0.24
H: -2.954 -0.731 0.666  0.25
H: -1.483 -0.540 2.366  0.25
H: -1.225 1.264 2.078  0.20
H: 0.963 2.055 -3.822  0.49
H: -0.276 1.166 -4.176  0.50
O: 0.427 1.405 -3.393  -0.98
H: 4.214 -1.802 1.082  0.48
H: 4.066 -0.591 1.965  0.48
O: 3.545 -1.214 1.425  -0.96

Forces on atoms 1 to 3 (eV/Å):
C 2.77 -0.02 0.16
C -2.84 -1.56 -0.91
N 0.95 0.81 0.47

Summary:
Energy above the lowest of the compared OMol25 structures with the same formula, charge and spin = 150.04 kJ/mol
HOMO = -14.763 eV
Total energy = -405.06299 a.u.
Max |F| = 4.932 eV/Å
LUMO = -2.9 eV
Frontier orbital gap = 11.9028 eV
Total charge = +1
2S+1 = 1

=====

A cluster of 2 separate species, C5H16NO2 in total in a non-equilibrium geometry. Source: the OMol25 dataset; level of theory: wB97M-V/def2-TZVPD.

Each line ends with the natural charge from an NBO analysis.
CARTESIAN COORDINATES (ANGSTROEM)
C: 1.745 -1.054 -0.415  -0.09
O: 2.726 -0.388 0.369  -0.74
C: 0.326 -0.545 -0.004  -0.06
C: -0.465 -0.057 -1.213  -0.25
C: 0.107 1.279 -1.697  -0.63
C: -1.909 0.257 -0.698  -0.64
N: 0.500 0.511 1.030  -0.68
H: 1.877 -1.108 -1.498  0.20
H: 1.748 -2.105 -0.171  0.19
H: 3.450 -0.107 -0.196  0.50
H: -0.119 -1.366 0.520  0.24
H: -0.584 -0.802 -1.990  0.25
H: -0.312 1.512 -2.670  0.25
H: 1.192 1.230 -1.853  0.21
H: -0.050 2.130 -1.048  0.21
H: -2.296 1.239 -0.962  0.23
H: -2.678 -0.437 -1.057  0.24
H: -2.123 0.151 0.374  0.19
H: 0.984 0.044 1.804  0.46
H: 1.142 1.239 0.714  0.45
H: -0.393 0.798 1.423  0.45
H: -1.918 -0.094 2.896  0.48
H: -1.667 -1.512 3.443  0.51
O: -1.281 -0.814 2.899  -0.98

Forces on atoms 1 to 3 (eV/Å):
C -0.55 -0.65 0.57
O 0.03 0.15 -0.73
C 1.25 -0.71 -1.46

Summary:
Energy above the lowest of the compared OMol25 structures with the same formula, charge and spin = 92.22 kJ/mol
HOMO = -14.587 eV
Total energy = -405.08501 a.u.
Max |F| = 3.318 eV/Å
LUMO = -3.1 eV
Frontier orbital gap = 11.5243 eV
Total charge = +1
2S+1 = 1

=====

A cluster of 3 separate species, C5H16NO3 in total in a non-equilibrium geometry. Source: the OMol25 dataset; level of theory: wB97M-V/def2-TZVPD.

Each line ends with the natural charge from an NBO analysis.
CARTESIAN COORDINATES (ANGSTROEM)
C: 0.283 0.684 -2.169  -0.08
O: -0.990 0.282 -2.649  -0.75
C: 0.100 0.667 -0.623  -0.07
C: 1.157 1.396 0.186  -0.47
C: 2.274 0.570 0.774  -0.18
C: 2.446 -0.732 0.906  -0.41
N: -1.272 1.174 -0.164  -0.69
H: 1.060 -0.060 -2.272  0.22
H: 0.384 1.693 -2.581  0.20
H: -0.963 -0.392 -3.330  0.50
H: 0.280 -0.333 -0.179  0.25
H: 0.753 1.796 1.130  0.23
H: 1.491 2.346 -0.239  0.24
H: 3.089 1.160 1.219  0.23
H: 1.968 -1.573 0.439  0.19
H: 3.258 -1.211 1.461  0.22
H: -1.266 1.659 0.750  0.43
H: -1.580 1.986 -0.700  0.45
H: -1.919 0.397 0.051  0.48
H: 0.311 -1.498 3.228  0.48
H: -0.515 -2.413 2.507  0.47
O: -0.482 -1.464 2.680  -0.94
H: -3.226 -2.189 0.571  0.47
H: -3.107 -2.284 -0.809  0.47
O: -3.534 -1.657 -0.185  -0.93

Forces on atoms 1 to 3 (eV/Å):
C -2.05 -0.03 1.69
O -0.36 -0.52 -0.10
C 1.12 0.08 1.36

Summary:
Energy above the lowest of the compared OMol25 structures with the same formula, charge and spin = 296.35 kJ/mol
HOMO = -13.298 eV
Total energy = -480.26918 a.u.
Max |F| = 2.659 eV/Å
LUMO = -3.1 eV
Frontier orbital gap = 10.2334 eV
Total charge = +1
2S+1 = 1